{
  "formula": "C29H43CdCl2F5N3O4Si",
  "method": "ωB97M-V/def2-TZVPD",
  "symbols": ["Cd", "Cl", "Cl", "Si", "F", "F", "F", "F", "F", "O", "O", "O", "O", "N", "N", "N", "C", "C", "C", "C", "C", "C", "C", "C", "C", "C", "C", "C", "C", "C", "C", "C", "C", "C", "C", "C", "C", "C", "C", "C", "C", "C", "C", "C", "C", "H", "H", "H", "H", "H", "H", "H", "H", "H", "H", "H", "H", "H", "H", "H", "H", "H", "H", "H", "H", "H", "H", "H", "H", "H", "H", "H", "H", "H", "H", "H", "H", "H", "H", "H", "H", "H", "H", "H", "H", "H", "H", "H"],
  "xyz": [[-0.775, 3.318, 1.074], [-0.035, 5.360, 0.238], [-0.337, 2.128, -0.843], [1.404, -2.977, -0.029], [-6.694, 4.848, -0.686], [-2.056, 4.579, -1.737], [-6.208, 3.734, 1.784], [-4.615, 5.261, -2.443], [-3.656, 3.053, 2.509], [2.185, -3.604, -1.369], [-1.285, 1.576, 2.045], [-1.068, 4.227, 2.932], [1.153, 2.895, 1.756], [3.057, 3.411, 0.626], [-2.067, 5.864, 4.146], [-2.268, -0.467, 1.977], [-4.374, 4.709, -1.227], [-0.222, -3.867, 0.259], [2.367, -3.525, -3.784], [2.041, -2.173, -4.329], [-2.810, 3.806, 0.399], [-1.618, 5.342, 5.422], [1.101, -1.135, -0.203], [-1.753, 5.264, 2.997], [-1.529, -1.010, 3.100], [3.308, -4.347, -4.252], [-3.880, 3.588, 1.284], [2.597, -3.295, 1.376], [-2.887, 7.057, 4.162], [1.545, -3.953, -2.588], [0.285, -5.938, -3.450], [-1.961, 0.717, 1.448], [3.514, 2.041, 0.464], [1.281, -5.443, -2.613], [1.767, -7.697, -1.913], [-3.068, 4.361, -0.864], [0.030, -7.298, -3.517], [0.773, -8.185, -2.746], [2.020, -6.332, -1.845], [-3.347, -1.265, 1.436], [-5.431, 4.500, -0.336], [3.583, 4.399, -0.291], [4.230, -4.129, -5.399], [-5.184, 3.936, 0.918], [2.048, 3.703, 1.437], [-3.815, 6.875, 4.703], [3.728, -4.339, -6.346], [2.113, -3.168, 2.344], [4.662, 4.492, -0.171], [-3.128, 7.351, 3.146], [2.998, -4.306, 1.332], [1.192, -2.184, -5.005], [3.223, 1.467, 1.334], [2.896, -1.761, -4.866], [-2.359, 7.878, 4.648], [3.367, 4.109, -1.318], [-2.213, -1.464, 3.817], [0.627, -0.735, 0.694], [3.039, 1.603, -0.411], [-0.287, -5.251, -4.061], [-2.342, 0.898, 0.445], [-4.068, -1.512, 2.216], [1.820, -1.483, -3.518], [-3.857, -0.712, 0.654], [-0.611, -3.637, 1.252], [-0.982, -3.570, -0.462], [-0.829, -1.771, 2.756], [-2.962, -2.193, 1.014], [2.350, -8.380, -1.309], [0.576, -9.247, -2.798], [4.551, -3.086, -5.449], [-0.982, -0.209, 3.580], [3.432, -5.299, -3.741], [2.034, -0.593, -0.349], [-0.750, -7.668, -4.170], [-2.442, 4.849, 5.937], [4.596, 2.023, 0.334], [0.577, -3.444, -2.645], [-2.137, 5.742, 2.099], [0.452, -0.914, -1.048], [-0.823, 4.628, 5.247], [5.120, -4.751, -5.356], [2.789, -5.947, -1.193], [3.122, 5.363, -0.101], [-1.249, 6.151, 6.053], [2.075, 4.715, 1.848], [3.440, -2.605, 1.336], [-0.104, -4.948, 0.198]],
  "forces_ev_per_a": [[-1.43, 0.93, -1.67], [1.38, 3.20, -0.84], [0.94, -2.18, -2.88], [0.11, 0.55, 0.08], [0.27, -0.09, 0.08], [-1.03, -0.04, 0.18], [-0.26, 0.09, -0.15], [-0.26, -0.08, 0.26], [-0.35, -0.05, 0.25], [0.05, 0.23, -0.13], [-1.24, -4.08, 0.84], [-1.19, 2.46, 2.91], [4.03, 0.16, 1.18], [1.24, -0.38, -0.29], [-0.08, 0.49, 0.34], [-0.25, -0.72, 0.22], [0.63, -0.04, -0.08], [0.12, -0.09, -0.04], [0.27, -0.22, -0.10], [0.68, 0.23, 0.06], [-2.17, 0.14, 0.01], [-0.11, 0.01, -0.17], [0.13, -0.75, -0.01], [1.14, -1.57, -0.07], [-0.25, 0.20, 0.01], [-0.11, -0.18, 0.41], [0.33, 1.06, -2.72], [-0.03, -0.10, -0.06], [0.05, -0.18, 0.06], [-0.06, -0.42, 0.45], [0.09, -0.08, 0.07], [0.82, 1.64, 1.02], [-0.73, 0.21, -0.55], [-0.32, -0.11, -0.01], [0.00, -0.01, -0.02], [-0.54, -0.45, 1.33], [0.01, 0.00, -0.02], [0.01, 0.01, -0.01], [-0.12, 0.01, 0.01], [0.40, -0.12, -0.20], [0.41, -0.13, 0.15], [0.24, 0.09, 0.39], [-0.05, 0.63, -0.32], [0.40, -0.14, 0.26], [-1.66, -0.65, 0.82], [-0.10, 0.00, 0.04], [0.01, -0.07, -0.07], [-0.07, 0.04, 0.07], [0.21, 0.00, -0.04], [-0.01, -0.01, -0.11], [0.01, -0.12, 0.01], [-0.22, -0.07, -0.10], [-0.04, -0.09, 0.13], [-0.09, 0.04, -0.12], [0.05, 0.07, 0.03], [-0.13, -0.01, -0.06], [-0.04, 0.01, 0.04], [-0.07, 0.12, 0.00], [-0.01, -0.24, -0.13], [-0.05, 0.04, 0.00], [-0.27, 0.20, -0.15], [-0.03, 0.06, 0.07], [-0.13, 0.08, 0.09], [-0.03, 0.08, -0.07], [0.00, 0.08, 0.08], [-0.07, 0.04, -0.11], [0.09, -0.12, -0.02], [-0.04, -0.18, -0.05], [0.01, -0.02, 0.01], [-0.01, -0.02, 0.01], [0.07, -0.01, -0.06], [0.08, 0.11, 0.03], [-0.10, 0.04, -0.08], [0.02, 0.05, -0.02], [-0.02, -0.01, -0.01], [-0.05, -0.08, 0.09], [0.07, 0.12, 0.06], [-0.11, 0.04, -0.09], [-0.04, 0.10, -0.21], [-0.11, 0.20, -0.03], [0.04, -0.12, -0.06], [0.02, -0.11, 0.12], [0.06, 0.05, 0.07], [-0.16, 0.02, 0.00], [0.01, 0.10, -0.03], [-0.31, 0.15, -0.31], [0.03, 0.06, -0.05], [0.02, -0.11, -0.02]],
  "lowdin_charge": [0.945, -0.103, -0.156, 0.424, 0.066, -0.028, 0.055, 0.065, 0.038, -0.176, -0.159, -0.153, -0.195, -0.188, -0.176, -0.173, -0.149, -0.147, -0.232, -0.025, -0.157, -0.035, -0.160, -0.334, -0.031, -0.095, -0.280, -0.152, -0.049, -0.318, -0.030, -0.348, -0.048, -0.197, -0.083, -0.286, -0.087, -0.103, -0.041, -0.044, -0.153, -0.061, -0.091, -0.163, -0.425, 0.087, 0.079, 0.026, 0.076, 0.090, 0.023, 0.088, 0.084, 0.072, 0.084, 0.095, 0.086, 0.023, 0.072, 0.119, 0.091, 0.087, 0.084, 0.092, 0.013, 0.031, 0.070, 0.075, 0.098, 0.094, 0.067, 0.089, 0.106, 0.020, 0.098, 0.091, 0.082, 0.143, 0.100, 0.015, 0.085, 0.066, 0.116, 0.071, 0.083, 0.106, 0.030, 0.029],
  "de_lowest_kj_mol": 219.9,
  "total_energy_ev": -94508.0701,
  "e_lumo_ev": 2.23,
  "total_charge": -1
}


{
  "formula": "C14H34Br8O8P2",
  "method": "ωB97M-V/def2-TZVPD",
  "symbols": ["Br", "Br", "Br", "Br", "Br", "Br", "Br", "Br", "P", "P", "O", "O", "O", "O", "O", "O", "O", "O", "C", "C", "C", "C", "C", "C", "C", "C", "C", "C", "C", "C", "C", "C", "H", "H", "H", "H", "H", "H", "H", "H", "H", "H", "H", "H", "H", "H", "H", "H", "H", "H", "H", "H", "H", "H", "H", "H", "H", "H", "H", "H", "H", "H", "H", "H", "H", "H"],
  "xyz": [[-15.482, -12.144, -3.788], [-17.580, -16.424, -3.354], [-15.233, -16.137, 3.761], [-21.489, -15.947, -1.999], [-18.096, -12.310, 4.074], [-13.491, -15.641, -0.662], [-18.185, -15.086, 0.280], [-19.657, -12.411, -4.379], [-9.792, -13.599, -3.094], [-17.835, -15.350, -8.284], [-9.208, -13.634, -4.596], [-18.155, -15.134, -9.882], [-9.224, -12.468, -2.284], [-18.950, -14.439, -7.450], [-11.387, -13.512, -3.294], [-9.552, -15.125, -2.529], [-16.412, -15.101, -7.921], [-18.308, -16.952, -8.028], [-17.514, -16.016, -10.861], [-20.451, -13.444, -2.873], [-20.183, -14.173, -8.133], [-18.412, -12.978, 2.183], [-14.890, -16.246, 1.769], [-18.341, -17.380, -6.668], [-16.242, -13.951, -4.237], [-16.651, -14.709, -2.923], [-9.141, -12.448, -5.400], [-14.098, -15.078, 1.206], [-18.355, -14.489, 2.170], [-10.094, -15.421, -1.225], [-12.110, -14.448, -4.013], [-21.072, -14.719, -3.479], [-20.447, -15.231, -4.210], [-21.157, -14.273, -7.654], [-19.988, -13.164, -8.498], [-14.444, -17.175, 1.413], [-21.170, -12.902, -2.259], [-15.780, -15.031, -2.353], [-19.222, -14.915, 2.676], [-18.030, -18.423, -6.608], [-14.626, -14.124, 1.210], [-12.740, -13.836, -4.660], [-19.400, -12.643, 1.865], [-13.160, -14.900, 1.733], [-22.015, -14.486, -3.975], [-17.152, -13.832, -4.825], [-9.256, -15.463, -0.530], [-10.600, -14.602, -0.714], [-18.077, -16.901, -11.157], [-17.196, -14.062, -2.236], [-19.386, -17.404, -6.358], [-9.522, -12.766, -6.371], [-16.591, -16.362, -10.394], [-17.768, -16.922, -5.862], [-11.520, -14.991, -4.751], [-9.674, -11.555, -5.074], [-15.518, -14.496, -4.842], [-10.654, -16.356, -1.241], [-17.478, -14.932, 2.641], [-15.851, -16.384, 1.274], [-20.334, -14.835, -8.984], [-19.580, -13.757, -2.297], [-17.616, -12.432, 1.677], [-17.305, -15.498, -11.797], [-8.121, -12.194, -5.686], [-12.594, -15.103, -3.290]],
  "forces_ev_per_a": [[-0.52, -1.25, -0.23], [0.22, 1.10, 0.51], [0.49, -0.12, -1.58], [0.08, 0.22, -0.42], [-0.43, -0.48, -0.85], [-0.82, 0.61, 1.28], [-0.44, 0.09, 0.60], [-0.61, -0.09, 0.68], [0.67, 1.10, 0.77], [0.12, -1.10, 0.05], [-0.20, -0.48, 1.31], [-0.26, -0.72, 1.13], [-1.30, -2.06, -1.08], [1.41, -2.00, -0.92], [2.14, 1.32, 1.31], [-0.43, 1.70, -1.01], [-2.07, -0.12, -0.06], [1.00, 2.88, -0.36], [0.64, -0.15, 0.65], [0.61, -1.41, -0.82], [-0.03, 0.54, -1.66], [0.25, 0.35, 0.97], [-0.40, -0.37, -0.58], [-0.86, -1.43, 0.67], [-0.70, -0.50, 0.99], [1.33, 0.42, -0.70], [0.15, -0.34, -1.46], [0.44, -0.31, 0.07], [0.65, 0.01, -0.03], [1.14, 0.49, 0.90], [-0.39, -0.23, -1.26], [-0.40, 0.68, 0.16], [0.24, 0.05, 0.43], [0.66, 0.19, 1.32], [-0.89, 0.05, -0.19], [0.67, -0.15, 1.17], [0.24, 0.28, -0.38], [0.02, -0.04, -0.23], [-0.13, -0.07, -0.55], [0.14, -0.10, -0.49], [-0.16, -0.22, -0.57], [-0.87, -0.39, 0.38], [0.22, 0.20, 0.15], [-0.06, -0.29, -0.06], [-0.01, -0.07, 0.17], [0.24, 0.48, -0.06], [0.38, -0.79, -0.22], [-0.84, 0.13, -0.87], [-0.59, 0.17, 0.60], [-0.60, -0.28, -0.39], [-0.11, 0.26, 0.13], [-0.56, 0.13, 0.04], [0.18, 0.01, -0.37], [0.25, 0.90, -0.91], [0.38, -0.40, 0.37], [-0.03, -0.37, 0.51], [0.08, 0.17, 0.27], [0.05, 0.31, -0.14], [-0.01, 0.42, -0.01], [-0.32, 0.79, 0.39], [0.43, 0.04, -0.19], [-0.17, 0.30, 0.16], [-0.21, -0.51, -0.28], [-0.02, 0.54, 0.45], [0.28, -0.01, 0.88], [-0.39, -0.10, -0.53]],
  "lowdin_charge": [0.573, 0.660, 0.593, 0.584, 0.543, 0.694, 0.665, 0.640, 0.469, 0.546, -0.229, -0.253, -0.256, -0.253, -0.237, -0.227, -0.252, -0.238, -0.073, -0.635, -0.119, -0.627, -0.668, -0.160, -0.626, -0.647, -0.095, -0.552, -0.637, -0.148, -0.137, -0.694, 0.022, 0.088, 0.096, 0.040, 0.066, -0.023, 0.071, 0.087, 0.063, 0.081, 0.059, 0.052, 0.051, -0.008, 0.087, 0.063, 0.085, -0.004, 0.083, 0.084, 0.081, -0.021, 0.093, 0.095, 0.050, 0.061, -0.028, -0.005, 0.075, -0.006, 0.042, 0.087, 0.086, 0.039],
  "smiles": "COP(=O)(OC)OC.COP(=O)(OC)OC.BrCCBr.BrCCBr.BrCCBr.BrCCBr",
  "de_lowest_kj_mol": 154.5,
  "total_energy_ev": -610369.9338,
  "e_lumo_ev": 0.01
}


no.,orbital gap (hartree)
1,0.226
2,0.376